1.
Density functional theory data (the ωB97M-V functional and the def2-TZVPD basis) for a 2-piece molecular cluster, C2H8OS2 overall in a non-equilibrium geometry.

```
13
Properties=species:S:1:pos:R:3:mulliken_charge:R:1
S -2.05140 -1.16684 -1.57099 -0.21
S -2.65645 -0.49288 0.34843 -0.17
H -1.32395 -2.20387 -1.18657 0.17
H -2.26340 -0.07317 1.53427 0.15
C 1.11640 -0.06483 0.60346 -0.25
O -0.11498 0.37598 1.24169 -0.43
C 1.18642 0.59810 -0.74521 -0.71
H 1.85401 0.17018 1.35527 0.29
H 0.92803 -1.11648 0.32038 0.19
H -0.02769 1.33775 1.24006 0.27
H 0.97780 1.72005 -0.61609 0.25
H 2.12390 0.56338 -1.28351 0.33
H 0.25132 0.35263 -1.24121 0.13
```

- Gap between HOMO and LUMO: 7.95 eV
- Maximum force: 4.6 eV/Å
- E: -25919.053 eV
- Energy above the lowest of the compared OMol25 structures with the same formula, charge and spin: 278.1 kJ/mol
- Net charge: 0

---

2.
Density functional theory data (the ωB97M-V functional and the def2-TZVPD basis) for C23H30MoN6O as an isolated structure.

```
61
Properties=species:S:1:pos:R:3:mulliken_charge:R:1
Mo -0.15138 -0.25367 0.27758 0.96
C 0.10079 1.73004 2.60263 -1.15
N 0.02769 0.23230 2.37328 0.33
C 1.28217 -0.43955 2.85420 -0.86
C 2.36888 -0.16826 1.85443 0.70
C 3.70913 -0.09913 2.15527 -1.06
C 4.61858 0.12961 1.12373 -0.33
C 4.15591 0.30149 -0.17787 -0.91
C 2.80187 0.23620 -0.41417 -0.19
N 1.92036 -0.01588 0.58170 0.56
C -1.17682 -0.35497 3.05052 -0.94
C -2.38800 0.00001 2.23807 0.69
C -3.65043 0.18065 2.75415 -1.04
C -4.69604 0.47601 1.88157 -0.33
C -4.44142 0.59727 0.51876 -0.93
C -3.15430 0.41692 0.06488 -0.19
N -2.14418 0.10553 0.90808 0.53
C -0.01614 2.53206 1.33583 0.62
C -0.00904 3.91275 1.34556 -1.05
C -0.09825 4.59905 0.14095 -0.39
C -0.19390 3.88432 -1.05155 -0.94
C -0.19888 2.51140 -0.99458 -0.22
N -0.11159 1.84510 0.17954 0.66
H 1.05045 1.95830 3.08964 0.61
H -0.68820 2.01671 3.29951 0.64
H 1.09158 -1.51390 2.92390 0.43
H 1.54091 -0.08990 3.85515 0.59
H 4.04715 -0.21848 3.17699 0.56
H 5.67909 0.18739 1.33851 0.49
H 4.83628 0.49457 -0.99645 0.49
H 2.39646 0.38298 -1.40893 0.49
H -1.24429 -0.00005 4.08023 0.60
H -1.05297 -1.44064 3.08824 0.43
H -3.82233 0.09492 3.81973 0.57
H -5.69864 0.62268 2.26523 0.49
H -5.23017 0.83788 -0.18129 0.49
H -2.90692 0.51734 -0.98557 0.53
H 0.06840 4.45008 2.28286 0.58
H -0.09236 5.68225 0.13060 0.49
H -0.26322 4.38715 -2.00665 0.51
H -0.27429 1.91048 -1.89554 0.61
C 0.19589 -5.33812 -1.52880 -1.12
N -0.23787 -4.11690 -0.81240 -0.02
C -0.28630 -4.25831 0.64989 -1.08
C -0.49462 -2.98620 -1.42408 0.65
O -0.35315 -1.84224 -0.67293 -1.04
N -0.87507 -2.84697 -2.67442 -0.02
C -1.61080 -3.90886 -3.40013 -1.10
C -0.65509 -1.63022 -3.45946 -0.91
H 1.01031 -5.77212 -0.95135 0.42
H 0.56281 -5.08566 -2.51791 0.41
H -0.61583 -6.06052 -1.59095 0.39
H -0.73888 -5.22171 0.87781 0.44
H -0.90223 -3.48090 1.09351 0.38
H 0.72356 -4.24268 1.06086 0.33
H -2.04459 -4.61205 -2.69682 0.41
H -0.96206 -4.42322 -4.10656 0.39
H -2.41548 -3.42235 -3.94845 0.40
H 0.01649 -0.94517 -2.94591 0.21
H -1.60643 -1.14308 -3.67367 0.35
H -0.18812 -1.90456 -4.40490 0.42
```

- Gap between HOMO and LUMO (spin up / spin down): 6.35 / 6.87 eV
- Spin multiplicity: 3
- Maximum force: 0.3 eV/Å
- E: -37142.659 eV
- Net charge: +4

---

3.
Density functional theory data (the ωB97M-V functional and the def2-TZVPD basis) for an isolated molecule of C5H9NO.

```
16
Properties=species:S:1:pos:R:3:mulliken_charge:R:1
C 2.08130 -0.24474 0.14957 -1.44
C 0.74078 0.49763 0.10136 0.69
C -0.32267 -0.27049 -0.68078 -0.91
N -1.60278 0.42092 -0.57077 -0.38
C -2.65418 -0.23385 -0.81864 -0.30
C 0.27400 0.74424 1.52211 -0.12
O 0.58312 1.70935 2.17687 -0.48
H 1.98859 -1.20354 0.67520 0.35
H 2.83052 0.35690 0.67280 0.38
H 2.45081 -0.45136 -0.86080 0.36
H 0.88158 1.48224 -0.35764 0.21
H -0.02982 -0.31391 -1.73774 0.39
H -0.39139 -1.31151 -0.32194 0.42
H -0.35402 -0.06439 1.96231 0.32
H -3.62024 0.26718 -0.73824 0.27
H -2.66341 -1.29176 -1.12066 0.24
```

- Gap between HOMO and LUMO: 10.50 eV
- Maximum force: 0.5 eV/Å
- E: -8867.385 eV
- Energy above the lowest of the compared OMol25 structures with the same formula, charge and spin: 176.4 kJ/mol
- Net charge: 0

---

4.
Density functional theory data (the ωB97M-V functional and the def2-TZVPD basis) for a 6-piece molecular cluster, C40H34FN2O20 overall in a non-equilibrium geometry.

```
97
Properties=species:S:1:pos:R:3:mulliken_charge:R:1
C 1.99677 -1.05780 2.54817 -1.27
C 1.15294 -0.19481 1.47332 0.17
F 0.79846 -1.11542 0.39274 -0.27
C -0.13926 0.53703 2.07743 -0.73
N 0.09748 1.98567 2.43932 0.53
C 1.38772 2.34792 3.02637 0.27
C 1.75754 3.81444 3.42809 -0.82
C 0.69568 4.93377 3.19077 -0.28
C -0.66695 4.50265 2.59313 -0.82
C -0.94137 2.99312 2.22920 0.93
C -2.38362 2.67612 1.61575 -0.45
C -3.18576 1.61561 2.55395 0.09
N -4.46736 1.35713 2.43158 -0.62
H 2.34071 -2.06333 2.13368 0.35
H 1.47495 -1.16761 3.56183 0.31
H 2.96135 -0.44730 2.75870 0.33
H 1.78970 0.62252 0.95828 0.39
H -0.97696 0.42416 1.28643 0.48
H -0.55217 0.01856 3.02605 0.22
H 2.22455 1.57372 3.20142 0.16
H 2.77667 4.06711 3.88952 0.40
H 0.92299 6.02700 3.45143 0.46
H -1.48202 5.27127 2.39018 0.34
H -3.02303 3.64168 1.66015 0.44
H -2.36973 2.36781 0.51269 -0.10
H -2.53224 1.07873 3.34127 0.22
H -4.65721 0.65679 3.18152 0.30
C -2.42290 1.80345 -2.61264 -0.43
C -1.63269 0.86622 -2.09037 0.06
C -1.48061 -0.46900 -2.73385 1.02
O -0.73290 -1.29435 -2.23546 -0.49
C -2.25057 -0.73770 -3.95115 -0.81
C -3.04448 0.19892 -4.47371 0.21
C -3.17552 1.54343 -3.84600 0.71
O -3.89589 2.38243 -4.35914 -0.65
O -3.76721 -0.03967 -5.60349 -0.59
O -0.92600 1.09219 -0.93961 -0.48
H -2.54044 2.77805 -2.15660 0.48
H -2.14504 -1.71768 -4.39776 0.49
H -4.25784 0.78743 -5.77830 0.35
H -0.43062 0.26211 -0.77241 0.09
C -3.66192 -6.96585 -1.26417 -0.98
C -3.92911 -6.23686 -2.35028 0.38
C -3.19808 -4.96901 -2.63291 0.86
O -3.45356 -4.33705 -3.64363 -0.61
C -2.18882 -4.52620 -1.66393 -0.57
C -1.92495 -5.25309 -0.57764 0.07
C -2.63600 -6.53449 -0.30865 0.76
O -2.35547 -7.18112 0.68555 -0.60
O -0.98864 -4.85106 0.33524 -0.54
O -4.88074 -6.62362 -3.24491 -0.57
H -4.18327 -7.88887 -1.04800 0.44
H -1.67786 -3.59509 -1.87206 0.68
H -0.98325 -5.54651 1.02532 0.32
H -4.88236 -5.93401 -3.93757 0.35
C 3.27558 -5.31392 -2.02851 -0.79
C 2.22707 -5.53524 -1.23154 0.22
C 2.15853 -6.74083 -0.35539 0.92
O 1.19443 -6.90269 0.37492 -0.58
C 3.26862 -7.69727 -0.41378 -0.98
C 4.31488 -7.47709 -1.21339 0.28
C 4.39633 -6.25871 -2.06848 0.89
O 5.37566 -6.08121 -2.77279 -0.60
O 5.35108 -8.35804 -1.27928 -0.56
O 1.17808 -4.66762 -1.18609 -0.33
H 3.33912 -4.44290 -2.66714 0.50
H 3.19847 -8.57608 0.21318 0.44
H 5.97823 -7.97389 -1.92351 0.35
H 0.54736 -5.04933 -0.53339 0.26
C 1.46531 2.95359 -7.23360 -0.81
C 0.42924 2.72521 -6.42395 0.27
C 0.37711 1.51724 -5.55150 0.67
O -0.57841 1.34901 -4.80788 -0.17
C 1.48866 0.56534 -5.62686 -0.95
C 2.52388 0.79163 -6.43941 0.25
C 2.58950 2.01310 -7.29160 0.83
O 3.55779 2.19641 -8.00741 -0.59
O 3.56128 -0.08477 -6.52133 -0.56
O -0.62364 3.58966 -6.36188 -0.61
H 1.51678 3.82703 -7.87002 0.44
H 1.42960 -0.31585 -5.00156 0.60
H 4.17896 0.30350 -7.17268 0.35
H -1.23862 3.20545 -5.70705 0.31
C 0.46487 7.77682 6.94448 -1.00
C -0.05961 7.63063 8.16442 0.40
C 0.32039 6.48555 9.04082 0.89
O -0.16244 6.39288 10.15391 -0.57
C 1.27238 5.50157 8.51198 -0.75
C 1.79251 5.64742 7.29247 0.32
C 1.43300 6.80666 6.42744 1.02
O 1.94377 6.91738 5.32044 -0.67
O 2.67692 4.73982 6.78698 -0.59
O -0.96097 8.52174 8.65598 -0.55
H 0.19947 8.60393 6.29936 0.45
H 1.52692 4.66598 9.15029 0.43
H 2.90500 5.07051 5.89757 0.27
H -1.18621 8.19781 9.55095 0.36
```

- Gap between HOMO and LUMO: 6.32 eV
- Maximum force: 4.4 eV/Å
- E: -88664.575 eV
- Net charge: +1

---

What is the formula in the second record?
C23H30MoN6O